1.
Here is C22H20N5O3RhSSe2 as an isolated structure from OMol25. Energies are from the ωB97M-V functional and the def2-TZVPD basis.

Geometry as XYZ:
```
54
Properties=species:S:1:pos:R:3:lowdin_charge:R:1
Rh -0.16928 -0.17085 0.03583 0.937
Se -0.78877 -2.49257 1.05622 0.889
Se -2.00974 -0.66985 1.90206 0.928
C -0.48582 0.16494 2.75491 -0.600
C -0.39680 0.44754 4.09407 -0.028
C 0.72971 1.16070 4.51096 0.009
C 1.68651 1.53439 3.58465 0.009
C 1.51106 1.19842 2.24767 -0.055
N 0.43928 0.51844 1.86005 -0.120
C -1.36476 -2.44646 -0.79775 -0.590
C -2.03663 -3.48062 -1.40133 -0.037
C -2.27283 -3.36243 -2.77297 0.008
C -1.83334 -2.23712 -3.44624 0.011
C -1.16557 -1.23938 -2.74614 -0.047
N -0.93708 -1.36123 -1.44228 -0.111
H -1.17068 0.14294 4.78405 0.130
H 0.84789 1.41912 5.55462 0.135
H 2.56535 2.08752 3.88300 0.130
H 2.21878 1.47169 1.47617 0.129
H -2.36570 -4.34129 -0.83640 0.128
H -2.79966 -4.14734 -3.29870 0.135
H -2.00326 -2.11758 -4.50653 0.131
H -0.80864 -0.33613 -3.22187 0.139
O 0.89096 2.55192 -2.09106 0.068
C -0.14197 2.64184 -1.44350 -0.450
N -0.47180 1.84304 -0.36546 -0.143
S -2.11701 2.05735 -0.01111 0.628
O -2.30161 2.29482 1.39164 -0.303
O -2.78541 0.91730 -0.58583 -0.359
C -2.33344 3.47685 -0.99806 -0.226
C -3.43317 4.30386 -1.09750 -0.002
C -3.32986 5.36139 -1.99372 -0.021
C -2.16952 5.56766 -2.73856 -0.018
C -1.07318 4.72483 -2.61245 0.030
C -1.17440 3.66974 -1.72227 -0.139
H -4.32806 4.14075 -0.51353 0.134
H -4.16551 6.03694 -2.11492 0.125
H -2.12449 6.40228 -3.42457 0.123
H -0.16645 4.88029 -3.18048 0.133
C 4.61076 1.20918 -2.18120 0.011
C 3.68507 0.30164 -1.44881 -0.261
C 3.88859 -0.94046 -0.87342 0.042
C 2.66471 -1.34004 -0.34091 -0.303
N 1.75514 -0.37776 -0.58626 -0.066
N 2.40049 0.60910 -1.24732 0.075
C 2.42267 -2.62953 0.36773 -0.052
H 5.55360 0.70293 -2.37049 0.093
H 4.81689 2.10829 -1.60023 0.096
H 4.18310 1.51388 -3.13584 0.096
H 4.80489 -1.50484 -0.85162 0.130
H 1.85618 1.42970 -1.59801 0.086
H 3.34915 -3.19853 0.37239 0.097
H 1.67101 -3.23630 -0.14116 0.059
H 2.11894 -2.47914 1.40349 0.060
```

The value obtained for the orbital gap is 6.86 eV. As for the charge: +2. The energy relative to the best compared isomer or geometry (same formula, charge and spin) is 43.6 kJ/mol.

2.
Here is an isolated ion of composition C6H17N2 and charge +1 from OMol25. Energies are from the ωB97M-V functional and the def2-TZVPD basis.

Geometry as XYZ:
```
25
Properties=species:S:1:pos:R:3:lowdin_charge:R:1
N 1.63263 1.31400 -0.28088 0.220
C 0.94978 0.03290 0.31169 -0.223
C 0.41882 -0.84209 -0.78795 -0.220
C -0.00956 -2.24460 -0.22388 -0.222
C -0.63937 -3.17246 -1.34511 -0.121
C -0.39105 0.49832 1.08688 -0.158
N -0.74478 1.76172 0.45726 -0.129
C -0.93660 3.08642 1.28134 -0.024
H 0.96869 1.70076 -0.96076 0.159
H 2.55589 1.05758 -0.62726 0.173
H 1.75952 1.97851 0.41276 0.115
H 1.75177 -0.55851 0.67109 0.135
H -0.49534 -0.32213 -1.27841 0.138
H 1.01274 -0.86790 -1.74039 0.132
H -0.56901 -2.12138 0.76160 0.114
H 0.79955 -2.93235 0.20950 0.129
H -1.37939 -2.68238 -2.05773 0.082
H -0.03061 -3.86884 -2.06619 0.108
H -1.22902 -3.96076 -0.89660 0.049
H -1.15700 -0.26711 1.11134 0.113
H -0.13567 0.57541 2.10219 0.104
H -1.40725 1.52063 -0.23217 0.086
H -1.31725 2.82361 2.18528 0.028
H -1.48044 3.77808 0.54377 0.107
H 0.07295 3.71259 1.36265 0.105
```

The value obtained for the orbital gap is 10.12 eV. As for the charge: +1. The energy relative to the best compared isomer or geometry (same formula, charge and spin) is 278.6 kJ/mol.

3.
Here is C37H43CsN8O5S as an isolated structure from OMol25. Energies are from the ωB97M-V functional and the def2-TZVPD basis.

Geometry as XYZ:
```
95
Properties=species:S:1:pos:R:3:lowdin_charge:R:1
Cs -0.12882 -0.83520 -0.19239 1.446
O 2.57245 5.20321 -3.19256 -0.010
C 1.90490 4.41936 -2.49964 -0.491
N 1.59846 3.15208 -2.73924 0.157
C 1.31000 2.64425 -3.93300 -0.462
O 0.77665 3.21117 -4.89888 -0.009
C 1.59234 1.14224 -4.11521 -0.175
C 1.39112 0.59806 -5.38242 -0.015
C 1.69296 -0.73445 -5.60288 -0.073
C 2.17120 -1.49959 -4.54734 -0.071
C 2.32498 -0.87854 -3.31968 -0.138
N 2.05831 0.41349 -3.09844 0.116
C 1.48718 4.96792 -1.12715 -0.192
C 1.46368 6.35351 -0.97202 -0.023
C 1.07232 6.89112 0.24011 -0.093
C 0.73702 6.03324 1.27788 -0.093
C 0.80543 4.67006 1.03955 -0.143
N 1.16198 4.13682 -0.13430 0.126
H 1.00570 1.25042 -6.15372 0.104
H 1.54309 -1.18393 -6.57922 0.098
H 2.39346 -2.55539 -4.66262 0.097
H 2.68974 -1.44740 -2.46521 0.086
H 1.75978 6.96274 -1.81473 0.105
H 1.03663 7.96487 0.38018 0.092
H 0.43016 6.40358 2.24933 0.089
H 0.55795 3.96458 1.82616 0.093
C 0.51554 -2.43593 4.37002 -0.056
C 0.57770 -2.57070 2.84799 -0.530
O 0.44545 -1.50836 2.17774 -0.372
C 0.77118 -3.86720 2.34196 -0.071
C 0.75314 -4.24661 0.94795 -0.401
C 0.94149 -5.70306 0.60550 -0.059
N 0.56846 -3.36588 0.01866 -0.192
N 0.62681 -3.82383 -1.30155 0.029
C -0.22395 -3.24932 -2.11629 -0.561
O -1.12776 -2.37849 -1.86561 -0.383
C -0.10642 -3.73378 -3.55163 -0.151
C -0.87699 -3.10931 -4.52402 -0.036
C -0.79346 -3.49600 -5.85933 -0.104
C 0.06201 -4.52358 -6.23709 -0.127
C 0.82376 -5.16707 -5.26315 -0.113
C 0.73470 -4.77758 -3.93155 -0.055
H 0.09296 -1.46318 4.62255 0.056
H 1.52200 -2.48505 4.79709 0.061
H -0.08996 -3.22816 4.81861 0.061
H 0.87221 -4.66662 3.06557 0.068
H 1.22531 -6.27248 1.49178 0.056
H 1.70326 -5.80875 -0.16995 0.061
H 0.02091 -6.11870 0.18776 0.072
H -1.52401 -2.29890 -4.20757 0.115
H -1.38589 -2.98079 -6.60720 0.092
H 0.13408 -4.82438 -7.27561 0.083
H 1.49044 -5.97484 -5.54492 0.086
H 1.32705 -5.25604 -3.16334 0.097
O -2.99638 -0.61924 -0.57790 -0.182
C -3.20159 -0.63426 0.83111 -0.321
C -4.08315 0.54770 1.18117 -0.169
C -3.33382 1.89433 1.20440 -0.130
C -2.42520 2.01295 2.39993 -0.288
C -2.77433 2.75506 3.52598 -0.041
C -1.90727 2.78164 4.60800 -0.092
C -0.72519 2.06149 4.55048 -0.069
C -0.45151 1.33887 3.39561 -0.126
N -1.27627 1.33141 2.34437 0.117
H -2.41839 -1.35740 -0.84535 -0.026
H -2.25104 -0.55999 1.37258 0.034
H -3.69464 -1.55943 1.14110 0.118
H -4.55581 0.37497 2.15350 0.112
H -4.87672 0.59388 0.43112 0.111
H -4.05637 2.71295 1.21519 0.105
H -2.73517 1.98605 0.29509 0.125
H -3.70745 3.30743 3.54358 0.101
H -2.15475 3.36267 5.48878 0.094
H -0.01949 2.05584 5.37274 0.099
H 0.45513 0.74255 3.29384 0.055
C 3.80354 -2.70399 0.02031 -0.072
C 4.13673 -1.23544 0.20386 -0.235
N 4.14128 -0.90466 1.64053 0.013
C 3.73640 0.26048 2.19786 -0.862
S 3.26418 0.34624 3.82730 0.526
N 3.63272 1.33715 1.37658 0.007
C 4.59791 1.73657 0.34413 -0.237
C 3.91741 2.17424 -0.94242 -0.079
H 3.82155 -2.96496 -1.03926 0.070
H 2.79845 -2.91055 0.39075 0.052
H 4.52861 -3.34006 0.54171 0.079
H 3.41076 -0.60383 -0.30052 0.092
H 5.10221 -1.02056 -0.24584 0.101
H 3.99522 -1.68177 2.26678 0.104
H 3.16118 2.09925 1.83494 0.103
H 5.28324 0.91590 0.17419 0.086
H 5.20193 2.55304 0.74991 0.110
H 3.28553 1.38737 -1.36460 0.041
H 4.66504 2.47065 -1.68638 0.085
H 3.26363 3.03482 -0.76282 0.043
```

The value obtained for the orbital gap is 5.29 eV. As for the charge: -2. The energy relative to the best compared isomer or geometry (same formula, charge and spin) is 53.2 kJ/mol.

4.
Here is one molecule with the formula CH2NOP from OMol25. Energies are from the ωB97M-V functional and the def2-TZVPD basis.

Geometry as XYZ:
```
6
Properties=species:S:1:pos:R:3:lowdin_charge:R:1
C -0.75127 0.47900 -0.53824 -0.419
N 0.39740 0.08512 -0.17522 -0.377
O -1.79489 -0.23076 -0.09818 -0.120
P 1.40096 -1.03635 0.08448 0.875
H -0.77255 1.48620 -0.95130 0.116
H 1.52034 -0.78320 1.67846 -0.074
```

The value obtained for the orbital gap is 7.95 eV. The energy relative to the best compared isomer or geometry (same formula, charge and spin) is 224.1 kJ/mol.

5.
Here is a 2-piece molecular cluster, C5H14NO2 overall from OMol25. Energies are from the ωB97M-V functional and the def2-TZVPD basis.

Geometry as XYZ:
```
22
Properties=species:S:1:pos:R:3:lowdin_charge:R:1
O -1.01132 0.32124 -3.17765 0.088
C -1.01480 0.76302 -2.06089 -0.173
C -0.84664 -0.29404 -0.90536 -0.201
C 0.32407 0.31542 -0.12859 -0.412
C 0.50666 -0.49513 1.13399 -0.085
C 1.63480 0.35548 -0.89812 -0.038
N -0.66907 -1.67387 -1.57894 0.246
H -0.81872 1.81507 -1.79402 0.152
H -1.78865 -0.28933 -0.35360 0.163
H -0.05596 1.30630 0.23960 0.169
H -0.43847 -0.51988 1.71261 0.094
H 1.24207 -0.13189 1.86360 0.100
H 0.84453 -1.51100 0.97212 0.076
H 2.31376 0.93159 -0.26086 0.105
H 1.50398 0.87967 -1.83219 0.082
H 2.12022 -0.62915 -0.91447 0.096
H -1.32795 -1.83597 -2.35223 0.177
H 0.29202 -1.91395 -1.79764 0.160
H -0.75015 -2.33225 -0.75848 0.191
H -0.88963 0.89031 4.49520 0.033
H -0.63344 2.44152 4.43165 0.040
O -0.53731 1.60683 3.96428 -0.064
```

The value obtained for the orbital gap is 10.69 eV. As for the charge: +1. The energy relative to the best compared isomer or geometry (same formula, charge and spin) is 211.3 kJ/mol.

6.
Here is one molecule with the formula C4H6N2OS from OMol25. Energies are from the ωB97M-V functional and the def2-TZVPD basis.

Geometry as XYZ:
```
14
Properties=species:S:1:pos:R:3:lowdin_charge:R:1
C 1.76173 -1.47610 -0.48420 -0.049
C 0.61944 0.27530 0.40658 -0.389
C -1.41710 1.30285 -0.14398 -0.226
C -0.85763 0.09050 0.20266 -0.492
H 2.20459 -2.53641 0.01058 0.147
H 2.57947 -0.69231 -0.87468 0.140
H 0.78554 -1.69914 -0.96684 0.065
H -0.35993 3.09742 -0.57386 0.258
H -2.45133 1.54838 -0.34015 0.121
H -2.54657 -1.60036 1.49641 -0.083
N 0.74719 1.55622 0.30339 0.088
N -0.46884 2.10997 0.10357 -0.081
O 1.51863 -0.69849 0.74996 -0.137
S -2.11519 -1.27784 0.11056 0.637
```

The value obtained for the orbital gap is 9.70 eV. The energy relative to the best compared isomer or geometry (same formula, charge and spin) is 515.1 kJ/mol.

7.
Here is a 3-piece molecular cluster, C17H48N4O7Si4 overall from OMol25. Energies are from the ωB97M-V functional and the def2-TZVPD basis.

Geometry as XYZ:
```
80
Properties=species:S:1:pos:R:3:lowdin_charge:R:1
N 2.32122 -1.47906 1.42076 0.121
C 1.76145 -2.38327 0.43372 -0.638
N 2.38104 -2.13699 -0.86909 0.109
N 0.31030 -2.18190 0.28678 0.084
C 1.89013 -3.84705 0.89970 -0.086
O 3.14509 -4.14075 1.55529 0.015
C 4.23113 -4.04138 0.78452 -0.547
O 5.10114 -3.22515 0.92733 0.137
N 4.27329 -4.95228 -0.27161 -0.080
O 3.69693 -6.20151 -0.00446 0.036
C 5.55681 -5.02653 -0.94095 -0.053
C 5.62383 -3.98225 -2.05554 -0.499
O 4.78108 -3.85239 -2.88663 0.140
O 6.75306 -3.23637 -2.07259 0.115
H 2.96316 -0.81378 1.01262 0.060
H 2.78968 -1.97429 2.16788 0.077
H 2.31320 -2.93386 -1.49294 0.084
H 3.35516 -1.87722 -0.77563 0.071
H 0.04738 -1.46184 0.95296 0.048
H 0.15768 -1.77052 -0.62951 0.065
H 1.10609 -4.08844 1.61232 0.129
H 1.77414 -4.50681 0.03632 0.124
H 4.24645 -6.62274 0.67420 0.123
H 5.62565 -6.00557 -1.41623 0.148
H 6.38410 -4.91083 -0.23437 0.129
H 7.11714 -3.16804 -1.17950 0.111
O 0.79324 3.12290 -2.29113 -0.270
Si 1.47947 2.54899 -0.90983 0.344
C 2.21752 3.95638 0.07478 -0.160
C 2.81920 1.31343 -1.32340 -0.158
C 0.15886 1.70740 0.10045 -0.163
Si 1.17083 3.93714 -3.67120 0.341
C -0.37843 4.12090 -4.68769 -0.164
C 2.45060 2.98577 -4.64539 -0.162
C 1.84704 5.62861 -3.25182 -0.163
H 3.06329 4.41062 -0.44580 0.025
H 2.57529 3.59441 1.04171 0.033
H 1.47847 4.73876 0.26025 0.035
H 2.42626 0.51664 -1.95667 0.029
H 3.19367 0.85724 -0.40425 0.012
H 3.66445 1.78029 -1.83365 0.029
H -0.29093 0.87660 -0.44791 0.024
H -0.63894 2.40161 0.37360 0.032
H 0.59434 1.30683 1.02005 0.032
H -0.79437 3.14926 -4.96049 0.033
H -0.15404 4.66372 -5.60909 0.032
H -1.14687 4.67630 -4.14669 0.033
H 3.40477 2.93673 -4.11657 0.025
H 2.62844 3.46792 -5.60967 0.033
H 2.12039 1.96264 -4.83668 0.037
H 2.80624 5.56098 -2.73420 0.025
H 1.15739 6.18009 -2.60930 0.035
H 1.99975 6.21209 -4.16283 0.033
O -4.91557 0.79213 2.20054 -0.271
Si -4.34361 -0.01228 0.88165 0.344
C -5.54990 -1.34608 0.37206 -0.161
C -2.69183 -0.79063 1.27142 -0.166
C -4.13969 1.20695 -0.51156 -0.159
Si -5.35666 0.53620 3.76497 0.340
C -5.89818 2.16105 4.49683 -0.165
C -3.90836 -0.13551 4.73689 -0.162
C -6.77025 -0.68438 3.84243 -0.163
H -5.62030 -2.13314 1.12587 0.025
H -5.22823 -1.80874 -0.56397 0.034
H -6.55062 -0.93614 0.22014 0.035
H -1.99095 -0.04387 1.65347 0.030
H -2.26274 -1.23450 0.37060 0.022
H -2.78290 -1.58338 2.01695 0.033
H -3.43274 1.99699 -0.25059 0.026
H -5.08918 1.67689 -0.77488 0.033
H -3.75887 0.69392 -1.39819 0.034
H -5.09092 2.89560 4.47896 0.033
H -6.20082 2.01605 5.53673 0.032
H -6.74695 2.57998 3.95310 0.033
H -3.62084 -1.13144 4.39332 0.025
H -4.16395 -0.20898 5.79670 0.033
H -3.03634 0.51549 4.64524 0.036
H -6.46249 -1.67700 3.50699 0.025
H -7.60340 -0.36173 3.21454 0.035
H -7.13595 -0.77685 4.86783 0.033
```

The value obtained for the orbital gap is 9.65 eV.